(1)
The following is a quantum chemistry calculation of a structure of composition C12H32B2MgO6S3, from the OMol25 dataset.

Structure (XYZ):
```
56
Properties=species:S:1:pos:R:3:forces:R:3:nbo_charge:R:1
Mg 0.66833 0.44848 -0.84211 1.9 -1.0 -1.6 1.79
B 2.96500 2.10804 -1.69436 -0.4 -1.4 0.9 -0.91
H 3.46228 1.66598 -0.84492 2.1 -1.8 3.2 -0.01
H 2.08969 2.60624 -1.30724 -4.3 2.7 1.9 -0.04
H 3.58761 2.81362 -2.22233 1.9 2.7 -1.9 0.09
H 2.63863 1.35771 -2.39775 -1.3 -3.5 -3.1 -0.02
B 0.45730 -2.42111 -1.75847 0.5 1.5 -0.4 -0.92
H 0.40671 -3.48850 -1.90803 -0.5 -3.9 -0.1 0.08
H 1.44551 -2.17398 -1.40265 4.5 0.9 1.7 -0.02
H 0.43616 -1.92969 -2.71884 -0.7 2.1 -3.8 0.00
H -0.22791 -2.05047 -1.01192 -3.7 1.8 3.3 -0.05
C 4.78864 -3.15408 3.33639 0.3 -1.1 0.3 -0.42
C 5.50660 -2.00267 2.65039 -0.7 1.3 0.4 -0.40
C 4.80697 -0.74081 3.23153 1.2 0.3 0.0 -0.68
S 3.07988 -1.09065 3.51741 -0.3 0.2 -2.4 2.14
O 2.27920 -0.60402 2.35628 1.0 -0.6 1.9 -0.97
O 2.72670 -0.73361 4.86435 -0.3 0.0 0.0 -0.92
C 3.29762 -2.88047 3.32768 -0.3 0.3 -0.2 -0.65
H 5.11285 -3.35897 4.35669 0.3 0.5 0.1 0.22
H 4.96050 -4.10195 2.82638 0.0 0.0 -0.2 0.23
H 5.40894 -2.04212 1.56549 0.0 -0.1 0.0 0.22
H 6.55399 -1.85417 2.91306 0.0 -0.6 -0.1 0.23
H 4.99105 0.18012 2.67827 -0.5 -0.1 -0.3 0.26
H 5.28705 -0.57623 4.19617 -0.4 0.0 0.3 0.24
H 2.92605 -3.11774 2.33082 -0.4 0.0 0.2 0.25
H 2.73717 -3.36361 4.12804 0.0 -0.1 -0.2 0.25
C -2.70294 2.89906 5.49134 -1.4 0.9 -1.7 -0.39
C -3.92145 1.90610 5.57421 1.6 0.6 0.3 -0.42
C -3.67821 1.00034 4.39145 0.4 -0.1 -0.7 -0.64
S -3.53889 2.15659 2.96213 -2.5 -1.3 0.9 2.08
O -4.97184 2.47277 2.63318 3.4 0.1 0.3 -0.91
O -2.61252 1.61974 1.96985 -0.7 0.6 0.2 -0.95
C -2.67463 3.41222 3.98581 0.4 0.0 -0.5 -0.66
H -1.73074 2.42176 5.61424 -0.3 -0.1 0.5 0.22
H -2.85778 3.74078 6.16634 0.3 -0.1 0.0 0.23
H -4.85454 2.46663 5.51745 0.0 -0.1 -0.1 0.23
H -3.86209 1.41186 6.54390 -0.2 -0.3 -0.2 0.23
H -4.36573 0.17197 4.22055 -0.3 0.4 -0.3 0.25
H -2.67641 0.57274 4.43238 0.1 -0.1 0.2 0.22
H -3.03076 4.37824 3.62796 -0.8 0.1 0.9 0.25
H -1.65240 3.46624 3.61133 0.1 -0.6 0.0 0.25
C -3.00301 -1.10447 -7.06451 -0.6 1.2 -0.1 -0.41
C -1.48909 -1.08222 -7.19179 0.7 0.5 1.5 -0.40
C -1.03378 0.37782 -6.87127 -1.1 -0.5 -0.3 -0.62
S -2.20010 0.99613 -5.52602 0.4 0.6 0.5 2.05
O -2.78297 2.30357 -5.89210 0.6 -2.2 0.2 -0.92
O -1.51534 0.93111 -4.21924 -0.9 -0.2 -1.5 -0.95
C -3.43861 -0.44604 -5.71093 1.8 -0.3 0.2 -0.61
H -3.36642 -2.12307 -7.20039 -0.3 0.2 0.1 0.23
H -3.31372 -0.44078 -7.87140 -0.7 -0.3 -0.2 0.21
H -1.14048 -1.40001 -8.17442 -0.1 0.1 0.0 0.23
H -1.08371 -1.77577 -6.45506 0.3 0.0 0.0 0.21
H -1.26368 0.96481 -7.76049 -0.1 0.3 0.2 0.23
H 0.01888 0.52418 -6.62921 -0.3 -0.1 0.4 0.26
H -4.44762 -0.15375 -5.42010 0.0 0.4 -1.0 0.26
H -3.20197 -1.16388 -4.92556 0.6 0.2 0.2 0.24
```
Positions in Å, forces in eV/Å.

## Properties
E_HOMO = -0.3556 hartree
relative energy (zero: lowest compared OMol25 entry of this formula, charge and spin) = 211.2 kcal/mol
gap between HOMO and LUMO = 6.713 eV
total charge = 0
lowest unoccupied orbital energy = -2.96 eV


(2)
The following is a quantum chemistry calculation of a cluster of 8 separate species, C12H32B5F20N3O4 in total, from the OMol25 dataset.

Structure (XYZ):
```
76
Properties=species:S:1:pos:R:3:forces:R:3:mulliken_charge:R:1
C -0.16622 -0.81181 5.83063 2.2 1.5 -0.1 -0.93
O 0.61049 -0.04125 4.90418 -1.1 0.1 0.9 -0.27
C 0.03237 -0.03520 3.64097 -0.3 -1.4 -0.5 -0.63
C 0.99008 0.71337 2.78683 1.1 0.3 -0.4 -0.47
N 0.80252 2.17937 3.05019 -0.6 -0.5 0.1 0.04
H -0.19684 2.34265 2.94524 -0.2 0.2 -0.2 0.50
H 1.00884 2.38318 4.05064 0.4 0.1 -0.3 0.62
C 1.50458 3.14522 2.16439 0.1 -0.8 -0.3 -0.82
C 0.90396 3.03877 0.72778 0.9 0.4 0.2 -0.03
O -0.47216 3.03232 0.82686 -1.6 0.4 0.4 -0.33
C -1.15919 2.91636 -0.42369 1.5 1.4 -0.8 -0.78
H 0.48838 -0.79528 6.67475 -0.1 -0.1 1.0 0.30
H -0.22689 -1.79143 5.49096 -0.3 -2.0 -0.8 0.35
H -1.12951 -0.42480 6.05865 -0.9 0.7 0.1 0.32
H -1.01587 0.37741 3.65308 0.8 -0.1 -0.1 0.34
H 0.00585 -1.07915 3.25440 -0.3 0.6 0.1 0.29
H 0.94510 0.45176 1.73262 -0.6 0.5 0.0 0.33
H 2.02890 0.42337 3.04831 -0.7 0.3 0.3 0.07
H 2.53265 2.82398 2.17604 0.4 -0.1 -0.3 0.31
H 1.48965 4.06331 2.73976 -0.5 0.6 -0.6 0.43
H 1.14829 2.08883 0.26488 0.8 -0.3 0.0 0.11
H 1.29952 3.82589 0.03656 -0.2 -0.2 0.7 0.44
H -2.08172 2.40344 -0.31811 -0.9 -0.2 0.4 0.29
H -0.53992 2.33939 -1.12709 -0.1 0.0 0.1 0.30
H -1.30642 3.94152 -0.88067 0.0 -1.1 0.5 0.24
C -5.28652 -0.59321 -5.48415 -0.5 -0.1 0.7 -1.45
C -5.60227 -0.95621 -4.06421 -0.3 0.1 -1.7 0.74
O -6.63606 -0.96304 -3.49765 -0.5 0.1 0.5 -0.53
N -4.42116 -1.46324 -3.33195 0.5 0.4 1.6 0.06
H -4.44090 -0.89391 -2.41929 0.1 -0.9 -1.4 0.44
H -4.70075 -2.49990 -3.18242 0.7 0.9 -0.3 0.53
C -3.05142 -1.24928 -3.93454 0.8 -1.2 -0.6 -1.04
H -4.73715 -1.42662 -5.88988 0.0 -0.3 -0.5 0.47
H -4.63403 0.24689 -5.38830 0.4 0.8 -0.3 0.43
H -6.14685 -0.30405 -6.07710 -0.2 -0.3 0.2 0.30
H -2.44970 -0.81312 -3.16388 0.3 0.4 0.2 0.43
H -3.01545 -0.62026 -4.84151 -0.4 -0.2 1.0 0.33
H -2.55961 -2.20991 -4.22593 -0.9 0.5 0.4 0.30
C 5.14293 -0.43530 1.62096 0.4 0.4 -0.4 -1.37
C 3.97715 -0.05745 0.74716 -0.4 1.7 0.8 0.65
O 3.43721 1.03315 0.78059 0.7 -1.7 -0.6 -0.43
N 3.46380 -1.14285 -0.08072 0.7 0.2 -0.9 0.86
H 4.30143 -1.75628 -0.34631 -0.6 0.2 0.1 0.50
H 2.88243 -1.75803 0.48814 -0.2 -0.2 0.4 0.00
C 2.70617 -0.80391 -1.33959 0.5 1.3 1.5 -1.04
H 5.99149 -0.85883 1.04572 -0.7 0.1 0.2 0.32
H 4.78488 -1.12723 2.37125 -0.1 -0.5 0.1 0.28
H 5.47985 0.45802 2.14933 -0.1 0.0 -0.2 0.44
H 2.92262 0.25747 -1.53134 -0.5 -0.4 -0.1 0.33
H 1.66386 -1.06444 -1.22215 -0.2 0.3 0.2 0.28
H 3.15044 -1.40461 -2.06692 0.6 -0.8 -1.4 0.42
B -3.57987 2.14299 -3.08707 -0.4 -0.9 0.6 0.68
F -4.58674 2.08181 -4.04048 -0.3 0.5 -0.6 -0.39
F -3.89929 1.01380 -2.20147 0.3 0.2 0.3 -0.47
F -2.35403 1.82753 -3.68673 0.2 0.5 0.2 -0.40
F -3.59710 3.32968 -2.34678 0.3 -0.5 -0.5 -0.36
B -5.70337 -4.51715 -4.95569 -1.3 -0.9 0.4 0.55
F -7.09494 -4.49992 -4.83228 -0.2 0.8 0.1 -0.38
F -5.13239 -3.93864 -3.72785 0.1 0.0 -0.4 -0.47
F -5.38166 -5.86148 -5.01746 1.0 -0.1 -0.1 -0.35
F -5.31078 -3.79637 -6.07505 0.5 0.3 0.2 -0.37
B 1.78583 -2.92588 2.03497 -1.1 0.5 0.7 0.37
F 2.27551 -2.36330 3.24977 -0.3 -0.5 -0.8 -0.42
F 1.16877 -1.77743 1.29279 0.3 -1.1 0.5 -0.43
F 2.85070 -3.32599 1.22841 0.1 -0.4 0.1 -0.29
F 0.84500 -3.95327 2.25915 0.9 1.1 -0.3 -0.34
B 1.71095 4.34114 5.88214 -1.6 0.4 0.0 0.50
F 0.80059 5.01136 4.92942 0.8 -0.7 0.8 -0.46
F 2.07355 3.10639 5.23458 0.3 0.4 0.1 -0.43
F 2.75827 5.18292 6.19028 0.3 -0.3 -0.4 -0.33
F 1.03513 4.00901 7.07835 0.0 0.1 -0.6 -0.39
B 5.95158 -2.07093 -2.01726 -0.1 1.0 0.9 0.42
F 7.24809 -2.46313 -2.09627 0.6 -0.6 0.2 -0.32
F 5.89023 -0.71875 -1.56382 -0.1 0.2 0.1 -0.39
F 5.31698 -2.15547 -3.22065 -0.7 -0.5 -0.4 -0.35
F 5.21019 -2.78401 -0.93448 0.7 -0.2 -0.9 -0.44
```
Positions in Å, forces in eV/Å.

## Properties
E_HOMO = -0.2523 hartree
gap between HOMO and LUMO = 10.642 eV
total charge = -2
lowest unoccupied orbital energy = 3.78 eV


(3)
The following is a quantum chemistry calculation of a structure of composition C12H32BiIOP2Si, from the OMol25 dataset.

Structure (XYZ):
```
50
Properties=species:S:1:pos:R:3:forces:R:3:nbo_charge:R:1
C -0.15860 -0.01836 -5.01347 0.1 0.0 -0.6 -0.68
I -0.78406 -0.11507 -2.96138 0.1 0.0 -0.5 0.02
H 0.92396 0.11024 -5.05316 -0.2 0.0 0.2 0.24
H -0.66800 0.82539 -5.48465 0.1 -0.2 0.3 0.25
H -0.45614 -0.95260 -5.49474 0.0 0.2 0.3 0.25
Bi 0.20449 0.03205 0.46039 0.8 0.8 0.2 1.27
P 0.27921 2.84433 -0.20988 -0.1 1.5 -0.7 0.87
C -1.36681 3.54093 -0.58578 -0.1 -0.2 0.1 -0.95
C 0.89668 4.07663 1.00136 0.2 -0.3 0.4 -0.94
H 0.94568 5.07483 0.53141 -0.1 -0.5 0.1 0.27
H 1.26874 4.38481 -1.83206 -0.1 -0.3 0.1 0.26
H 1.90440 3.79006 1.34339 -0.3 0.2 -0.1 0.25
H 2.26716 2.91421 -1.59169 -0.2 0.2 -0.1 0.25
H -2.05586 3.28706 0.22502 0.0 0.1 -0.1 0.24
H 0.22629 4.11808 1.87477 0.3 0.0 -0.3 0.25
C 1.24194 3.29316 -1.70597 0.2 -0.4 0.1 -0.94
H -1.30344 4.63239 -0.66975 0.0 -0.2 0.0 0.27
H 0.79279 2.82892 -2.59139 0.1 0.1 0.2 0.25
H -1.74948 3.12088 -1.51855 0.0 0.1 0.0 0.26
P 0.24268 -2.91173 0.27136 -0.6 -2.1 0.2 0.83
C -1.34900 -3.80494 0.02561 -0.2 0.4 0.1 -0.93
C 1.21577 -3.69912 -1.07050 0.3 0.6 -0.2 -0.92
H 1.91628 -3.45836 1.92679 -0.2 -0.2 0.1 0.25
H 0.95477 -4.89542 1.46740 0.0 0.3 0.0 0.26
H 0.28389 -3.68120 2.60311 0.2 -0.1 -0.3 0.26
C 0.90407 -3.82500 1.71041 0.2 0.2 0.3 -0.94
H 2.24982 -3.33326 -1.03224 -0.2 -0.2 -0.1 0.25
H 1.21649 -4.79158 -0.94364 -0.1 0.4 0.1 0.26
H -1.17762 -4.89180 0.10195 0.0 0.4 0.0 0.26
H -1.75923 -3.56855 -0.96457 0.0 -0.1 0.2 0.25
H 0.78790 -3.44842 -2.04723 0.1 0.0 0.2 0.25
H -2.06817 -3.49571 0.79526 0.1 -0.2 -0.2 0.24
C -2.30380 0.01801 -0.13604 -3.3 0.0 -1.1 0.54
O -3.37839 0.00925 -0.52703 3.4 0.0 1.4 -0.33
C -2.02674 0.57600 4.58106 -0.1 0.2 -0.2 -1.12
Si -0.22485 0.20692 4.24276 0.1 -0.4 1.1 1.63
C 1.00431 1.04356 5.39864 -0.1 0.2 -0.3 -1.10
C 0.06425 -1.64002 4.34985 0.0 0.0 -0.2 -1.12
C 0.20371 0.94533 2.55068 -0.4 0.1 -0.5 -1.30
H -2.26566 0.55037 5.65197 0.1 0.0 -0.2 0.28
H -2.67422 -0.15784 4.08216 0.1 0.1 0.1 0.24
H -2.30395 1.56886 4.20420 0.0 -0.1 0.2 0.24
H 0.77898 0.88269 6.46216 0.0 0.0 -0.3 0.27
H 2.01094 0.64603 5.19894 -0.2 0.1 0.1 0.25
H 1.03289 2.12786 5.20978 0.0 -0.2 0.2 0.24
H -0.73044 -2.20133 3.84154 0.1 0.1 0.1 0.23
H 1.02712 -1.91000 3.90097 -0.1 0.0 0.1 0.23
H 0.08557 -1.97232 5.39892 0.0 0.2 -0.3 0.28
H -0.40069 1.86153 2.41836 0.2 -0.3 0.1 0.25
H 1.25697 1.28374 2.54392 -0.1 -0.2 -0.1 0.26
```
Positions in Å, forces in eV/Å.

## Properties
E_HOMO = -0.5380 hartree
relative energy (zero: lowest compared OMol25 entry of this formula, charge and spin) = 0.0 kcal/mol
gap between HOMO and LUMO = 6.430 eV
total charge = +2
lowest unoccupied orbital energy = -8.21 eV


(4)
The following is a quantum chemistry calculation of a structure of composition C12H32FeLiO16PS4, from the OMol25 dataset.

Structure (XYZ):
```
67
Properties=species:S:1:pos:R:3:forces:R:3:nbo_charge:R:1
Li 0.08070 -1.72149 1.97733 0.4 -1.2 -0.2 0.95
Fe -3.22451 0.19375 1.32699 1.6 -0.3 0.3 1.82
P -0.93196 0.38827 1.60558 0.2 -1.4 0.9 2.44
O -1.59177 0.53702 0.21301 0.0 2.0 -1.7 -1.05
O -1.96828 1.12640 2.50207 -0.6 2.8 0.4 -0.99
O 0.48043 0.09050 1.94381 -0.6 1.3 -0.6 -1.09
O -1.75735 -0.94220 1.83496 -1.4 -3.6 0.7 -1.10
O -5.30546 1.83016 -3.86771 0.6 -1.0 0.5 -0.91
S -4.42061 0.77372 -3.43035 -0.1 -0.1 -0.7 2.34
O -4.96786 -0.40508 -2.76537 1.1 1.2 -1.0 -0.92
O -3.43676 0.36321 -4.67376 -1.5 0.2 1.2 -0.71
C -3.41639 1.34309 -5.75722 0.4 -0.4 -0.9 -0.08
C -2.58906 0.70133 -6.85410 1.3 0.2 0.1 -0.64
C -3.16880 1.49518 -2.37333 -1.0 0.0 0.5 -0.87
H -3.00614 2.30153 -5.43601 0.2 -0.2 0.3 0.18
H -4.42463 1.54873 -6.10620 -0.1 -0.2 0.1 0.22
H -2.25775 1.45755 -7.56978 -0.8 -0.1 -0.4 0.24
H -3.03154 -0.19081 -7.28845 -0.4 0.3 -0.3 0.23
H -1.59119 0.36209 -6.54650 -0.3 0.0 0.8 0.22
H -3.43299 1.09394 -1.39337 0.3 0.2 0.0 0.19
H -3.35673 2.56621 -2.38011 0.3 0.0 0.0 0.27
H -2.16305 1.22327 -2.66357 0.0 -0.1 0.0 0.26
O -1.02933 -1.51402 7.56460 0.1 1.0 0.0 -0.89
S -0.60823 -0.39097 6.78020 0.7 -1.1 -0.8 2.35
O -0.26125 0.91534 7.28571 -0.7 -1.1 -0.1 -0.91
O 0.67578 -0.95740 5.94858 -0.8 0.7 1.4 -0.73
C 1.59209 0.01783 5.40126 -0.5 0.1 -1.2 -0.08
C 2.99873 -0.12611 5.93099 -0.4 0.1 -0.9 -0.63
C -1.73278 -0.20344 5.37259 0.5 1.0 1.0 -0.88
H 1.24099 1.04894 5.47662 -0.2 -0.1 0.6 0.20
H 1.41518 -0.21363 4.34647 1.1 0.2 -0.3 0.16
H 3.33394 -1.14631 5.75592 0.2 0.0 0.5 0.22
H 3.04630 0.21162 6.96255 0.1 -0.3 0.1 0.23
H 3.63855 0.52472 5.33019 0.1 0.0 0.1 0.23
H -1.39278 0.77380 5.02932 -0.3 -0.1 -0.6 0.24
H -2.75196 -0.10632 5.73987 0.0 -0.1 0.0 0.25
H -1.61155 -1.00720 4.65291 0.0 0.0 0.2 0.23
O 0.20543 -2.63174 0.26610 0.5 0.4 -0.8 -1.04
S 0.69457 -2.42092 -1.10402 0.2 0.0 -0.7 2.38
O 1.90458 -3.02429 -1.57100 -0.9 0.0 0.8 -0.87
O -0.45734 -2.89076 -2.10693 0.6 0.8 0.8 -0.69
C -1.81685 -2.48710 -1.79029 -0.8 0.0 0.5 -0.08
C -2.69240 -3.06566 -2.87097 0.4 -1.0 -0.6 -0.65
C 0.87573 -0.67536 -1.45880 0.0 -0.7 -0.7 -0.90
H -1.95240 -1.40466 -1.70311 0.5 0.2 -0.4 0.17
H -2.03281 -2.84519 -0.78209 -0.1 -0.4 -0.2 0.19
H -3.74826 -3.18614 -2.64486 0.0 0.5 0.3 0.24
H -2.33203 -4.08068 -3.06619 0.0 0.0 0.1 0.23
H -2.58760 -2.55596 -3.82772 0.0 0.3 0.2 0.23
H 1.66398 -0.28560 -0.81947 -0.3 0.1 0.3 0.26
H -0.07486 -0.15304 -1.46870 0.1 0.1 0.5 0.25
H 1.26077 -0.67162 -2.47926 0.0 -0.1 0.0 0.27
O 5.58831 0.80155 2.27010 -0.4 0.9 -1.2 -0.89
S 4.90470 1.57143 1.25720 -0.7 -1.7 0.6 2.35
O 5.32338 2.86886 0.81345 0.0 -0.6 0.2 -0.91
O 4.75992 0.58396 -0.04034 0.1 0.9 0.6 -0.71
C 4.19950 1.24782 -1.22668 1.3 -0.1 0.6 -0.08
C 4.40417 0.32756 -2.41966 -0.7 0.2 0.7 -0.63
C 3.16863 1.70565 1.76729 -0.5 0.3 -0.4 -0.91
H 4.82247 2.12497 -1.39873 -0.3 0.2 0.0 0.22
H 3.20325 1.58547 -0.94314 -0.3 -0.2 -0.5 0.16
H 5.46007 0.37906 -2.66646 -0.1 -0.1 -0.4 0.24
H 3.74787 0.70568 -3.20412 0.4 -0.1 -0.4 0.21
H 4.14296 -0.71004 -2.21068 -0.1 0.0 0.1 0.22
H 2.86685 1.24436 2.70565 0.9 0.2 0.3 0.25
H 2.46891 1.20601 1.09815 0.5 0.1 -0.5 0.23
H 2.95647 2.77316 1.74957 -0.1 0.0 0.2 0.25
```
Positions in Å, forces in eV/Å.

## Properties
E_HOMO (spin up / spin down) = -0.4958 / -0.4958 hartree
spin multiplicity = 6
gap between HOMO and LUMO (spin up / spin down) = 6.609 / 6.011 eV
expectation value of S² = 8.762
total charge = +1
lowest unoccupied orbital energy (spin up / spin down) = -6.88 / -7.48 eV


In eV Å⁻¹, the largest force on an atom values for the records above are, in order, 5.41 2.61 3.69 3.86.
In eV, the energy values for the records above are, in order, -64541.306 -83390.912 -55390.992 -132936.042.